Entry from the Open Molecules 2025 dataset: a molecular structure, C6H17BeN8O10 at a distorted geometry (ωB97M-V/def2-TZVPD).

Properties
Net charge: -1
Gap between HOMO and LUMO, eV: 2.598
LUMO, eV: 1.825
HOMO level, eV: -0.77
F_max, eV/Å: 9.42

CARTESIAN COORDINATES (ANGSTROEM)
Be  21.455  -2.191  6.164
O  18.035  -1.869  6.441
C  18.980  -1.762  5.496
O  18.835  -2.417  4.453
O  19.996  -1.129  5.674
H  18.593  -1.287  6.962
C  21.102  -3.806  4.525
O  21.011  -2.619  4.286
O  20.494  -4.576  3.836
O  21.567  -4.092  5.627
C  21.789  -0.034  7.377
O  21.879  -1.208  7.352
N  22.743  0.800  7.036
N  20.743  0.583  7.912
H  22.594  1.766  7.289
H  23.622  0.413  6.723
H  20.701  1.586  7.803
H  19.912  0.106  8.232
C  23.296  -3.361  7.974
O  22.510  -2.852  7.245
N  24.196  -4.235  7.778
N  23.306  -3.142  9.246
H  24.843  -4.449  8.523
H  24.284  -4.636  6.855
H  23.878  -3.664  9.894
H  22.502  -2.607  9.541
C  20.324  -2.908  8.327
O  20.241  -2.692  7.111
N  19.868  -2.187  9.285
N  20.745  -4.004  8.748
H  19.418  -1.286  9.213
H  19.909  -2.660  10.177
H  20.854  -4.757  8.084
H  20.879  -4.186  9.732
C  23.846  -2.213  5.332
O  22.786  -1.591  5.442
N  23.961  -3.438  4.948
N  24.949  -1.500  5.260
H  24.897  -3.809  5.031
H  23.121  -3.973  5.112
H  24.853  -0.535  5.543
H  25.844  -1.930  5.443

The net atomic charges from natural (NBO), expressed in e, are: 1.673, -0.720, 0.926, -0.674, -0.894, 0.436, 0.878, -0.839, -0.829, -0.962, 0.858, -0.746, -0.812, -0.810, 0.376, 0.403, 0.369, 0.387, 0.771, -0.648, -0.826, -0.849, 0.369, 0.416, 0.370, 0.393, 0.808, -0.742, -0.805, -0.800, 0.393, 0.371, 0.453, 0.354, 0.780, -0.735, -0.814, -0.817, 0.344, 0.459, 0.371, 0.365

Entry from the Open Molecules 2025 dataset: a gas-phase ion, C7H6FO3S (charge -1) at a distorted geometry (ωB97M-V/def2-TZVPD).

Properties
Net charge: -1
Gap between HOMO and LUMO (spin up / spin down), eV: 6.959 / 6.959
LUMO (spin up / spin down), eV: 3.282 / 3.283
SMILES: O=S(=O)=CC(/C=C\C=C\F)=C\[O-]
HOMO level (spin up / spin down), eV: -3.68 / -3.68
Energy above the lowest of the compared OMol25 structures with the same formula, charge and spin, kJ/mol: 405.8
F_max, eV/Å: 4.50

CARTESIAN COORDINATES (ANGSTROEM)
C  1.174  0.035  1.189
C  0.728  -1.071  0.568
C  0.350  1.271  1.368
C  -0.495  -1.311  -0.195
C  -1.724  -1.800  0.434
C  -0.381  2.049  0.550
C  -0.534  -0.642  -1.409
O  0.689  1.193  -3.053
O  -2.758  -2.105  -0.156
O  2.106  0.056  -1.386
F  -0.640  3.254  0.895
S  1.056  -0.068  -2.416
H  2.107  0.107  1.704
H  1.473  -1.911  0.669
H  0.564  1.868  2.261
H  -1.711  -2.119  1.513
H  -0.740  1.853  -0.383
H  -1.263  -0.658  -2.155

The net atomic charges from natural (NBO), expressed in e, are: -0.174, -0.163, -0.346, -0.291, 0.403, 0.268, -0.297, -1.041, -0.575, -1.035, -0.330, 1.523, 0.204, 0.197, 0.190, 0.106, 0.172, 0.190

Entry from the Open Molecules 2025 dataset: 2 unconnected molecules or ions with the total composition C3H9NOS at a distorted geometry (ωB97M-V/def2-TZVPD).

Properties
Gap between HOMO and LUMO, eV: 8.856
LUMO, eV: 0.716
SMILES: CCSN.C=O
HOMO level, eV: -8.14
Energy above the lowest of the compared OMol25 structures with the same formula, charge and spin, kJ/mol: 268.3
F_max, eV/Å: 4.23

CARTESIAN COORDINATES (ANGSTROEM)
C  0.900  -0.835  0.428
C  -3.049  0.597  -0.282
C  0.534  -0.257  -0.880
N  1.181  2.012  0.212
O  -2.474  -0.300  0.243
S  -0.262  1.344  -0.389
H  0.032  -0.951  1.135
H  1.376  -1.783  0.362
H  1.551  -0.119  0.984
H  -4.081  0.906  0.120
H  -2.627  1.008  -1.106
H  1.223  2.989  0.113
H  -0.311  -0.903  -1.334
H  1.360  -0.057  -1.572
H  1.162  1.669  1.252

The net atomic charges from natural (NBO), expressed in e, are: -0.634, 0.283, -0.513, -0.997, -0.508, 0.311, 0.226, 0.210, 0.196, 0.104, 0.120, 0.381, 0.226, 0.226, 0.369